Computed, not measured: the ion C19H19F3NO5S2 with charge -1 in a non-equilibrium geometry, with ωB97M-V with the def2-TZVPD basis set.

```
49
Properties=species:S:1:pos:R:3:forces:R:3
C 5.588 -0.180 1.799 0.11 -0.17 0.16
H 3.124 -0.227 -1.008 -0.12 0.16 -0.03
H 3.276 1.052 -2.226 0.00 -0.02 -0.04
C 2.562 0.455 -1.654 0.25 -0.26 -0.26
C -2.637 0.891 0.964 -0.95 0.25 -0.18
H 6.090 0.171 5.174 -0.03 -0.15 -0.34
C -0.462 -0.072 1.888 1.45 1.47 -2.62
H 2.694 0.908 4.076 -0.19 0.17 0.06
C -2.998 -0.342 0.390 0.28 0.58 -0.02
C 1.666 1.359 -0.857 -0.77 -0.71 0.91
H -4.884 2.921 -0.611 0.14 -0.37 0.07
H -2.497 -1.246 0.737 -0.18 0.23 -0.31
C -1.500 1.027 1.903 0.78 0.04 0.57
H -5.393 0.747 -1.770 0.25 0.09 0.21
H 3.967 -1.181 5.191 0.06 0.26 -0.17
H 1.629 0.583 5.482 0.12 0.14 -0.11
C 5.620 -0.127 4.234 -0.04 -0.22 -0.17
O -1.351 1.990 2.646 -0.50 -0.50 -0.86
N 1.258 -0.607 3.825 -0.67 -1.14 -0.61
F -1.976 -1.651 5.839 -0.60 -0.27 1.01
C -3.952 -0.381 -0.623 -0.17 0.28 0.20
C -4.346 2.007 -0.339 0.00 -0.36 -0.08
O 0.766 0.508 -0.048 0.27 0.58 -1.14
C 1.679 0.659 4.389 0.51 0.16 0.73
S 2.153 -1.792 3.046 -0.89 1.37 0.60
C 0.760 0.636 1.288 0.35 0.32 0.75
O 1.602 1.276 1.887 -0.62 -0.18 -1.07
C 6.190 0.213 3.001 -0.14 0.01 -0.09
S -0.470 -0.712 3.590 -0.67 -1.60 3.24
H 7.119 0.782 2.976 -0.20 -0.12 0.01
H -3.091 2.996 1.127 -0.01 -0.34 -0.09
H 2.221 2.034 -0.199 -0.20 -0.15 -0.08
H 1.974 -0.147 -2.355 0.11 0.05 0.12
C -4.632 0.792 -0.987 0.21 -0.05 0.19
O 1.772 -1.799 1.652 -0.15 -0.72 0.00
F -0.323 -0.347 6.469 -0.16 0.27 1.82
H -0.656 -0.925 1.236 -0.18 0.43 -0.14
C 3.772 -1.098 3.051 0.64 -0.41 0.17
H 6.048 0.041 0.834 0.01 0.00 0.35
H 3.893 -1.223 0.905 0.04 0.31 0.32
H 0.992 1.435 4.041 0.28 -0.19 0.16
H -4.146 -1.333 -1.123 -0.15 0.34 0.15
F 0.071 -2.429 5.942 0.20 -1.12 1.62
C 4.377 -0.869 1.815 0.03 0.37 0.46
C 4.426 -0.845 4.261 -0.04 0.26 -0.43
C -0.676 -1.361 5.665 1.38 0.91 -4.47
H 0.983 1.904 -1.515 0.19 0.13 0.14
C -3.352 2.055 0.639 -0.07 -0.28 -0.44
O 2.147 -3.023 3.787 0.05 0.15 -0.25
```
Forces are in eV/Å.

max |F|: 4.77 eV/A
M: 462.491 g/mol
E_HOMO: -2.63 eV
energy relative to the best compared isomer or geometry (same formula, charge and spin): 82.1 kJ/mol
frontier orbital gap: 5.36 eV
net charge: -1

---

Computed, not measured: an isolated molecule of C19H20FN5OS in a non-equilibrium geometry, with ωB97M-V with the def2-TZVPD basis set.

```
47
Properties=species:S:1:pos:R:3:forces:R:3
N -2.445 -4.921 3.449 -0.02 0.81 -1.13
C -0.310 -0.939 3.929 1.98 -0.66 1.30
H 0.940 1.043 -6.069 0.13 0.04 -0.22
H -1.113 -0.418 3.492 -1.16 -0.02 -0.61
H -3.604 -2.079 0.289 0.11 0.40 0.09
H -2.875 1.261 -4.579 -0.15 0.22 -0.10
C 1.773 -0.639 5.119 -0.54 -0.89 -0.39
H -4.583 -4.295 1.344 0.28 -0.67 -0.23
H 0.588 1.000 4.418 -0.16 -0.35 0.14
H -0.627 -1.729 1.138 -0.28 0.14 0.13
C -2.672 -4.212 2.275 -0.46 -0.84 0.09
C 1.942 1.819 -4.376 0.42 -0.28 1.13
H 1.398 0.475 -2.777 0.29 -0.51 0.11
H -3.990 -0.082 -4.192 0.45 0.26 0.47
N -1.557 -4.292 4.126 0.55 0.01 0.56
N -3.082 -0.385 -1.653 1.18 0.18 -0.10
C 1.951 1.007 -5.651 -0.87 1.40 -1.08
N -1.162 -3.201 3.466 -1.26 0.02 -1.35
H 4.096 2.257 -4.434 -0.25 -0.13 0.08
H -3.218 -4.460 0.228 0.14 0.19 -0.43
S -0.586 -0.195 -1.083 -0.38 -0.02 0.10
H -4.198 1.479 -3.408 -0.36 0.45 0.01
H 2.655 1.416 -6.398 -0.32 -0.11 0.35
C -1.658 -2.076 1.228 -1.37 -0.19 -0.51
C -2.516 0.442 -2.632 -0.73 -1.03 0.10
C 3.321 1.889 -3.753 0.02 0.42 0.44
C -2.599 -1.666 0.313 2.19 -1.24 1.56
C -1.169 0.689 -2.464 -1.08 -0.80 0.36
C 1.935 -2.023 5.137 -0.64 -0.52 -0.22
C -2.194 -0.815 -0.777 -0.83 1.29 -1.58
H -3.573 -5.868 1.247 -0.39 1.10 0.08
C -1.906 -3.082 2.273 1.12 0.12 0.52
N 1.050 1.193 -3.372 -1.55 0.83 -0.59
H 2.798 -2.441 5.597 0.65 -0.14 0.31
C 0.996 -2.915 4.583 -0.71 2.19 -0.27
F 2.716 0.145 5.665 -0.11 -0.09 -0.05
H 1.132 -3.978 4.588 0.09 -0.28 0.13
O -0.761 2.426 -3.988 -0.13 -0.54 -0.10
H 3.266 2.541 -2.881 0.20 0.15 -0.01
C -3.458 0.800 -3.789 1.12 -0.45 0.45
H 1.610 2.856 -4.477 -0.31 -0.35 -0.52
C -0.165 -2.356 3.989 0.89 1.39 0.48
C -0.313 1.488 -3.345 1.64 0.90 -0.33
C 0.662 -0.085 4.514 -0.28 -0.52 -0.68
H 2.161 -0.023 -5.514 0.48 -0.96 0.50
H 3.593 0.918 -3.370 0.40 -0.54 -0.04
C -3.582 -4.747 1.199 0.00 -0.35 1.05
```
Forces are in eV/Å.

max |F|: 2.96 eV/A
M: 385.468 g/mol
E_HOMO: -8.58 eV
frontier orbital gap: 7.88 eV
SMILES: Cc1nc(/C=C/c2c(C)nnn2-c2ccc(F)cc2)sc1C(=O)NC(C)C

---

Computed, not measured: a cluster of 2 separate species, C3H11N4 in total, with ωB97M-V with the def2-TZVPD basis set.

```
18
Properties=species:S:1:pos:R:3:forces:R:3
H 2.564 -0.141 -1.735 -0.27 0.16 -0.08
H -1.238 -1.523 0.440 -0.01 -0.06 0.11
H -2.218 -1.080 1.860 -0.06 -0.09 0.02
H -2.850 -0.891 0.217 -0.08 0.10 0.10
N 2.232 0.259 -0.869 0.22 -0.07 0.30
H -1.879 -0.192 -1.623 0.21 -0.08 -0.01
H 1.253 -0.748 2.005 0.09 0.09 0.09
N -1.142 0.499 -1.522 -0.59 -0.04 -0.07
C -1.084 1.060 -0.256 0.25 0.36 0.32
C 1.859 -0.536 0.107 0.16 0.13 -0.05
H 1.663 -1.575 -0.129 -0.05 0.01 -0.02
H 2.326 1.257 -0.720 0.16 -0.22 -0.14
N -1.394 0.541 0.855 0.07 -0.14 0.01
H -0.641 2.056 -0.213 -0.06 0.03 -0.21
C -1.958 -0.797 0.847 0.13 -0.07 -0.28
H 2.009 0.775 1.642 -0.27 -0.04 0.08
N 1.736 -0.154 1.347 -0.06 -0.05 -0.14
H -1.237 1.191 -2.254 0.16 -0.02 -0.03
```
Forces are in eV/Å.

max |F|: 0.60 eV/A
M: 103.149 g/mol
E_HOMO: -12.87 eV
energy relative to the best compared isomer or geometry (same formula, charge and spin): 79.6 kJ/mol
frontier orbital gap: 9.21 eV
net charge: +1

---

Computed, not measured: a structure of composition C6H8N2O in a non-equilibrium geometry, with ωB97M-V with the def2-TZVPD basis set.

```
17
Properties=species:S:1:pos:R:3:forces:R:3
H 0.650 -1.437 -0.400 1.62 -3.57 -2.31
H -2.264 2.201 -1.893 -0.41 -1.57 1.75
H -2.101 -1.582 0.823 0.23 4.05 -1.77
C -2.850 0.407 -0.365 -2.37 2.60 -1.83
H 0.280 1.624 -1.380 -4.91 -2.44 1.81
H 3.194 -0.877 -0.184 0.10 0.40 1.68
O 1.388 1.095 1.286 0.55 -2.19 -1.26
N 0.545 -0.747 0.220 -1.62 4.24 1.37
C 1.556 -0.038 0.805 0.68 0.51 1.93
C -0.635 -0.064 -0.150 -2.65 -0.17 0.87
N -0.771 1.019 -0.963 4.56 2.08 -1.53
H 3.443 -0.344 1.421 7.17 5.43 6.06
C -2.105 1.357 -1.126 0.65 0.36 -0.64
C 2.877 -0.856 0.940 -6.63 2.82 -10.29
C -1.943 -0.439 0.219 1.84 -4.63 2.11
H 2.740 -1.777 1.052 -1.15 -7.54 2.11
H -4.004 0.458 -0.303 2.35 -0.38 -0.06
```
Forces are in eV/Å.

max |F|: 12.56 eV/A
M: 124.143 g/mol
E_HOMO: -8.05 eV
energy relative to the best compared isomer or geometry (same formula, charge and spin): 368.9 kJ/mol
frontier orbital gap: 8.54 eV